Record 1
DFT (ωB97M-V/def2-TZVPD) results for a molecular structure, C22H17Cl3FeN5O5S.

Last column: Löwdin spin population.
Cartesian coordinates (Å):
Fe  -0.7771  1.2738  0.0693  4.235
C  2.0419  2.7213  -1.0310  0.004
N  1.0998  2.9926  0.0344  0.059
C  1.5962  3.1040  1.3981  0.003
C  1.4554  1.8077  2.1192  0.006
N  0.9603  0.7401  1.5604  0.047
C  1.0007  -0.2605  2.5189  0.004
C  0.6595  -1.6051  2.4255  0.000
C  0.8218  -2.3797  3.5579  0.000
C  1.3012  -1.8334  4.7544  0.000
C  1.6749  -0.5051  4.8490  0.000
C  1.5301  0.2684  3.7064  0.002
N  1.8285  1.5875  3.4054  0.003
C  1.7473  1.4172  -1.7033  0.008
N  1.0797  0.4536  -1.1332  0.048
C  1.0851  -0.6083  -2.0262  0.003
C  0.5538  -1.8880  -1.9089  0.001
C  0.6985  -2.7375  -2.9861  0.000
C  1.3509  -2.3310  -4.1568  0.001
C  1.9094  -1.0732  -4.2762  0.000
C  1.7741  -0.2244  -3.1860  0.002
N  2.1967  1.0717  -2.9371  0.002
H  2.0304  3.5208  -1.7767  0.001
H  3.0569  2.6575  -0.6250  0.000
H  0.4551  3.7637  -0.1333  -0.001
H  2.6393  3.4407  1.4329  0.001
H  0.9704  3.8499  1.8919  0.000
H  0.2983  -2.0107  1.4901  0.000
H  0.5760  -3.4328  3.5245  0.000
H  1.3900  -2.4694  5.6248  0.000
H  2.0616  -0.0903  5.7706  0.000
H  2.1847  2.2804  4.0403  0.000
H  0.0469  -2.1938  -1.0037  0.000
H  0.2922  -3.7389  -2.9353  0.000
H  1.4263  -3.0224  -4.9852  0.000
H  2.4134  -0.7608  -5.1815  0.000
H  2.7195  1.6589  -3.5629  0.000
Cl  -5.5527  -4.2325  -0.6393  0.002
C  -4.3982  -2.9665  -0.8724  0.007
C  -3.9486  -2.2528  0.2245  -0.001
C  -3.0289  -1.2471  0.0249  0.010
Cl  -2.4027  -0.2817  1.3224  0.056
C  -2.5078  -0.9039  -1.2403  0.008
O  -1.6349  0.0337  -1.3953  0.122
C  -2.9950  -1.6791  -2.3208  0.009
Cl  -2.3839  -1.3133  -3.8886  0.002
C  -3.9254  -2.6836  -2.1466  -0.001
H  -4.3138  -2.4829  1.2159  0.000
H  -4.2790  -3.2414  -3.0019  0.000
O  -3.1279  4.0600  1.1418  0.023
S  -1.7958  3.6310  0.8482  0.003
O  -0.7857  4.6837  0.8995  0.009
O  -1.3601  2.4710  1.7357  0.137
O  -1.7091  2.9609  -0.5327  0.182

The LUMO energy (alpha / beta) comes out at 0.16 / -1.57 eV. For the highest occupied orbital energy (alpha / beta), the calculation gives -8.0 / -8.0 eV. The multiplicity is 6. Its expectation value of S² is 8.760.

=====

Record 2
DFT (ωB97M-V/def2-TZVPD) results for a molecular structure, C22H17Cl3IrN3OS2.

Last column: Löwdin spin population.
Cartesian coordinates (Å):
Ir  -0.4941  -1.3595  -0.1329  2.496
S  2.5072  0.1970  -0.6715  0.538
C  1.0252  -0.2889  -1.0858  0.694
Cl  -2.7262  -1.9310  0.2566  0.259
C  0.6199  -6.1415  0.1712  0.013
C  0.5331  -5.3199  1.2856  0.005
C  0.3260  -3.9571  1.1305  0.040
C  0.1958  -3.3914  -0.1395  0.167
C  0.2922  -4.2240  -1.2486  0.047
C  0.5098  -5.5875  -1.0949  0.006
H  0.7662  -7.2081  0.2926  0.001
H  0.6270  -5.7332  2.2828  0.001
H  0.2802  -3.3347  2.0150  0.003
H  0.2082  -3.8187  -2.2502  0.007
H  0.5957  -6.2210  -1.9698  0.001
Cl  6.1679  -3.4802  -0.1547  0.000
C  5.1726  -2.9143  1.1931  0.000
Cl  3.4783  -2.6949  0.7191  0.009
H  5.5658  -1.9597  1.5213  0.000
H  5.2165  -3.6633  1.9743  0.000
N  0.2416  -0.8521  1.8303  0.142
C  0.1258  -0.4203  2.9178  0.049
N  0.0023  -0.1165  4.1269  0.031
C  0.2265  0.9030  4.8967  0.004
N  0.3868  1.7575  5.6663  0.016
O  -1.4113  0.1207  -1.8765  0.154
S  -0.3368  1.1887  -1.8346  0.155
C  -1.3340  2.6145  -2.5536  0.051
C  -2.7174  2.6130  -2.5303  0.009
C  -3.4070  3.7275  -2.9865  0.003
C  -2.7112  4.8284  -3.4698  -0.001
C  -1.3233  4.8189  -3.4945  0.001
C  -0.6324  3.7060  -3.0359  0.005
C  -0.4921  1.9497  -0.2081  0.024
C  0.4987  2.7869  0.2857  0.018
C  0.3989  3.2634  1.5828  0.007
C  -0.6841  2.9136  2.3792  0.011
C  -1.6800  2.0919  1.8705  0.004
C  -1.5871  1.6080  0.5746  0.017
H  -3.2432  1.7364  -2.1736  0.002
H  -4.4900  3.7306  -2.9736  0.000
H  -3.2528  5.6945  -3.8293  0.000
H  -0.7800  5.6727  -3.8802  0.000
H  0.4518  3.6767  -3.0622  0.002
H  1.3430  3.0529  -0.3368  0.008
H  1.1776  3.9022  1.9796  0.000
H  -0.7396  3.2682  3.4002  0.000
H  -2.5288  1.8112  2.4811  0.000
H  -2.3691  0.9835  0.1594  0.002

The LUMO energy (alpha / beta) comes out at 2.33 / 0.66 eV. As for the total charge: -1. For the highest occupied orbital energy (alpha / beta), the calculation gives -3.2 / -5.9 eV. The multiplicity is 6. Its expectation value of S² is 8.772.

=====

| no. | F_max (Eh/bohr) |
| --- | --- |
| 1 | 0.03512 |
| 2 | 0.03923 |